*w*
Computed, not measured: a 3-piece molecular cluster, C4H15NO3 overall, with wB97M-V/def2-TZVPD.

```
23
Properties=species:S:1:pos:R:3:lowdin_charge:R:1
H 2.487 1.715 1.612 0.143
H -0.152 2.082 0.934 0.134
H -1.900 1.441 -0.467 0.023
H -0.638 2.150 -1.531 0.121
H 0.355 0.069 2.133 0.060
H -2.048 -1.016 1.036 0.058
O 1.631 -2.583 0.441 -0.066
H 1.603 2.154 -0.559 0.087
H -1.959 0.853 1.374 0.103
O 2.470 1.069 0.811 -0.097
C -0.941 1.298 -0.807 -0.061
H -2.266 -2.199 -3.166 0.028
C -1.551 -0.248 1.589 -0.091
N -0.097 -0.038 1.289 -0.065
H -0.933 0.390 -1.449 0.084
H 2.013 -1.914 0.991 0.000
C 1.429 1.245 -0.104 -0.288
H 1.661 0.370 -0.839 0.156
H -3.009 -1.184 -3.827 0.002
H 1.365 -2.001 -0.286 0.019
C 0.012 1.149 0.384 -0.420
H -1.530 -0.557 2.680 0.092
O -2.609 -1.330 -3.006 -0.021
```

- spin multiplicity = 1
- LUMO energy (eV) = 0.72
- SMILES = CN[C@H](C)CO.O.O
- E_HOMO (Eh) = -0.325
- frontier orbital gap (hartree) = 0.3511



*x*
Computed, not measured: a 4-piece molecular cluster, C4H15NO3 overall, with wB97M-V/def2-TZVPD.

```
23
Properties=species:S:1:pos:R:3:lowdin_charge:R:1
C 0.323 2.145 -0.591 0.003
H 0.925 -1.720 1.217 0.072
O 2.282 0.747 -3.060 -0.058
C 0.063 0.843 -0.435 -0.474
H -0.621 0.137 1.875 0.004
H -0.441 2.908 -0.707 0.054
O -1.989 -2.254 1.604 -0.075
H 1.631 0.754 -2.351 -0.013
H 1.986 0.327 -0.011 0.121
C -1.273 0.278 -0.693 -0.047
H -2.870 -1.899 1.736 0.038
H 0.091 -2.084 -0.234 0.077
H -1.965 0.997 -1.125 0.091
C 0.925 -1.498 0.148 -0.072
H 1.277 2.664 -0.580 0.054
H -1.207 -0.561 -1.383 0.091
H 2.501 1.667 -3.221 0.033
H -1.335 -1.670 2.017 -0.016
O -1.021 0.054 2.749 -0.046
N 1.044 -0.017 0.055 -0.046
H 1.782 -1.816 -0.446 0.085
H -1.834 -0.205 0.086 0.054
H -0.274 0.203 3.348 0.070
```

- spin multiplicity = 1
- LUMO energy (eV) = 0.60
- SMILES = C=C(C)NC.O.O.O
- E_HOMO (Eh) = -0.302
- frontier orbital gap (hartree) = 0.3243



The structure with the most favorable energy is *x*; the runner-up is 0.0302 hartree above it.



*w*
Computed, not measured: a 2-piece molecular cluster, C2H7N2O overall, with wB97M-V/def2-TZVPD.

```
12
Properties=species:S:1:pos:R:3:lowdin_charge:R:1
H 2.461 0.853 0.958 0.119
H 1.313 -1.226 -0.755 0.088
H 3.105 -1.175 -0.083 0.108
H -1.281 1.343 -0.664 0.135
C -2.073 -0.248 0.289 -0.139
H -0.075 0.510 0.248 0.097
O -3.374 -0.324 0.042 0.155
C 2.102 -0.646 -0.153 -0.104
H -3.790 0.239 -0.631 0.158
N 1.684 0.430 0.338 -0.019
N -1.090 0.490 -0.174 0.206
H -1.796 -1.131 0.970 0.195
```

- spin multiplicity = 1
- net charge = +1
- LUMO energy (eV) = -4.16
- E_HOMO (Eh) = -0.554
- frontier orbital gap (hartree) = 0.4014



*x*
Computed, not measured: a 2-piece molecular cluster, C2H7N2O overall, with wB97M-V/def2-TZVPD.

```
12
Properties=species:S:1:pos:R:3:lowdin_charge:R:1
C -0.965 0.063 -0.141 -0.483
H -0.909 0.624 1.922 0.151
H 3.810 0.057 -0.331 0.009
C -1.567 0.396 1.086 0.525
N 3.306 -0.135 0.520 0.020
O 0.266 -0.056 -0.261 0.155
H 3.397 -1.102 0.786 0.008
N -1.747 -0.196 -1.230 0.236
H -2.644 0.456 1.218 0.142
H 2.373 0.232 0.469 -0.045
H -2.685 0.171 -1.275 0.132
H -1.285 -0.380 -2.110 0.150
```

- spin multiplicity = 1
- net charge = +1
- LUMO energy (eV) = -10.05
- E_HOMO (Eh) = -0.445
- frontier orbital gap (hartree) = 0.0752



*y*
Computed, not measured: a 2-piece molecular cluster, C2H7N2O overall, with wB97M-V/def2-TZVPD.

```
12
Properties=species:S:1:pos:R:3:lowdin_charge:R:1
H -1.607 -1.760 -0.622 0.106
H 3.317 0.310 0.436 0.148
C -1.653 -0.992 0.150 -0.088
H -2.637 -0.911 0.626 0.115
H 1.979 1.303 0.840 0.131
O -1.677 1.283 0.142 0.068
H -0.960 -1.294 0.946 0.110
N 2.336 0.554 0.246 0.092
H -1.455 2.059 -0.418 0.158
H 2.002 -0.773 -1.259 0.071
C 1.602 0.025 -0.641 0.119
N -1.247 0.197 -0.446 -0.030
```

- spin multiplicity = 1
- net charge = +1
- LUMO energy (spin up / spin down) (eV) = -5.08 / -6.78
- E_HOMO (spin up / spin down) (Eh) = -0.533 / -0.471
- frontier orbital gap (spin up / spin down) (hartree) = 0.3458 / 0.2221



The structure with the most favorable energy is *w*; the runner-up is 0.1189 hartree above it.



*w*
Computed, not measured: C18H23N3O3S in the gas phase, with wB97M-V/def2-TZVPD.

```
48
Properties=species:S:1:pos:R:3:lowdin_charge:R:1
C -2.297 -0.485 1.105 -0.049
H 1.162 2.016 0.482 0.128
C 3.228 1.034 -1.103 -0.223
C -1.298 3.149 1.359 -0.124
C -4.012 0.852 0.074 -0.045
H -0.682 0.594 1.998 0.119
H -1.940 4.015 1.517 0.116
H 5.177 1.896 -0.850 0.117
C -2.114 1.916 1.105 -0.230
C 5.523 -1.880 1.572 -0.084
H -1.926 -1.468 1.349 0.112
O -5.700 -1.815 0.370 -0.298
H 5.347 -2.347 2.530 0.102
H 0.218 4.292 0.299 0.120
H 0.413 -0.665 -0.514 0.125
H 1.156 -0.239 -2.064 0.129
H -3.614 -2.066 -2.219 0.069
C 6.322 -2.506 0.631 -0.094
C 0.992 0.106 -1.031 -0.125
C -1.614 0.666 1.456 -0.035
H 6.142 -0.203 -1.832 0.114
H 4.325 -0.168 2.027 0.112
H -4.946 0.891 -0.462 0.117
C 6.543 -1.899 -0.594 -0.083
H -1.034 3.571 -0.751 0.124
C 5.161 -0.037 0.062 -0.253
C -3.483 -0.377 0.411 -0.291
H 2.613 -0.523 0.030 0.110
H 7.168 -2.381 -1.331 0.102
N 2.222 0.354 -0.302 -0.077
C 4.496 1.268 -0.273 -0.141
H -0.667 3.013 2.239 0.115
O -0.813 1.461 -1.874 0.063
H 2.810 1.993 -1.421 0.118
C -0.406 3.410 0.129 -0.160
C -3.321 1.999 0.418 -0.013
H 4.225 1.797 0.642 0.114
N -4.397 -1.636 -1.754 -0.058
C 4.946 -0.654 1.288 -0.059
H 6.772 -3.462 0.852 0.101
O -3.537 -2.998 0.230 -0.311
S -4.343 -1.850 -0.088 0.616
H 3.487 0.462 -2.010 0.123
N 0.432 2.278 -0.167 0.055
H -5.274 -1.943 -2.143 0.067
H -3.711 2.967 0.143 0.121
C 5.965 -0.674 -0.875 -0.046
C 0.098 1.345 -1.081 -0.507
```

- spin multiplicity = 1
- LUMO energy (eV) = 0.55
- SMILES = NS(=O)(=O)c1ccc(CCNC(=O)CNCCc2ccccc2)cc1
- E_HOMO (Eh) = -0.341
- frontier orbital gap (hartree) = 0.3609



*x*
Computed, not measured: C18H23N3O3S in the gas phase, with wB97M-V/def2-TZVPD.

```
48
Properties=species:S:1:pos:R:3:lowdin_charge:R:1
H -0.065 0.296 -1.254 0.161
H 5.122 -1.485 0.947 0.120
C 5.408 0.644 0.802 -0.190
H 1.540 -2.630 2.051 0.122
C -3.577 -0.899 -0.207 -0.074
H 2.750 0.429 -1.865 0.117
H 5.877 -0.954 -0.581 0.130
C -3.846 0.359 0.342 -0.163
H 6.416 0.663 1.220 0.125
H 3.630 -3.247 0.830 0.102
C 5.103 -0.717 0.173 -0.159
C 1.976 -1.970 1.292 -0.170
S -2.168 2.570 -0.352 0.928
N -1.573 0.097 0.151 -0.024
H 2.177 -3.609 -0.102 0.110
H 4.671 0.841 1.594 0.127
C -2.119 -1.039 -0.375 -0.373
C -5.904 -1.350 -0.319 -0.069
O 5.356 1.672 -0.159 -0.128
C -6.169 -0.100 0.225 -0.066
O 1.505 0.830 1.392 0.058
O -1.467 -1.945 -0.861 0.077
H -4.379 -2.733 -0.966 0.121
C -0.401 2.159 -0.166 -0.393
H 3.316 1.912 0.009 0.112
H 4.480 0.188 -2.242 0.130
H -6.725 -2.003 -0.573 0.105
H 2.614 -1.231 1.779 0.111
H -0.051 2.518 0.804 0.082
C 3.288 -1.945 -0.877 -0.201
H -5.352 1.743 0.983 0.118
C -4.601 -1.766 -0.543 0.006
N 3.782 -0.662 -0.424 -0.186
N 0.930 -1.230 0.629 0.088
C -2.549 1.043 0.609 -0.458
H 4.047 -2.510 -1.447 0.123
H -7.193 0.203 0.383 0.106
C 0.834 0.101 0.693 -0.448
H 4.104 2.522 -1.484 0.125
C -5.143 0.770 0.567 -0.016
H 2.447 -1.753 -1.549 0.114
C 2.791 -2.799 0.297 -0.159
H -2.408 1.297 1.666 0.138
H 0.154 2.655 -0.957 0.083
C 4.081 1.710 -0.756 -0.194
C 3.752 0.378 -1.432 -0.161
C -0.285 0.638 -0.233 -0.224
H 0.300 -1.742 0.016 0.113
```

- spin multiplicity = 1
- LUMO energy (eV) = 0.28
- SMILES = O=C(NCCCN1CCOCC1)[C@@H]1CS[C@H]2c3ccccc3C(=O)N12
- E_HOMO (Eh) = -0.312
- frontier orbital gap (hartree) = 0.3225



The structure with the most favorable energy is *x*; the runner-up is 0.0162 hartree above it.



*w*
Computed, not measured: C5H10FNO in the gas phase, with wB97M-V/def2-TZVPD.

```
18
Properties=species:S:1:pos:R:3:lowdin_charge:R:1
H -0.901 -0.765 -1.853 0.119
H -0.240 -2.823 1.813 0.092
H 0.858 -1.442 2.353 0.100
F 1.781 -1.007 -1.805 -0.012
H 1.722 0.979 -1.310 0.164
C -0.658 0.681 -0.217 -0.339
H 1.205 0.267 1.029 0.151
N -0.422 2.117 -0.009 0.038
C 0.570 -0.115 0.221 -0.310
O 0.291 -1.467 0.402 -0.138
C -0.411 0.193 -1.663 -0.043
H -1.173 2.671 -0.405 0.065
C -0.027 -1.752 1.731 -0.109
H -0.599 0.907 -2.505 0.119
H -0.925 -1.195 2.135 0.099
H -0.594 2.371 1.013 0.107
C 1.088 0.049 -1.209 -0.235
H -1.565 0.330 0.278 0.135
```

- spin multiplicity = 1
- LUMO energy (eV) = 0.88
- SMILES = CO[C@@H]1[C@@H](N)C[C@@H]1F
- E_HOMO (Eh) = -0.351
- frontier orbital gap (hartree) = 0.3836



*x*
Computed, not measured: C5H10FNO in the gas phase, with wB97M-V/def2-TZVPD.

```
18
Properties=species:S:1:pos:R:3:lowdin_charge:R:1
H 1.315 1.229 -0.462 0.078
H -2.280 -0.715 0.162 0.133
C -1.306 -0.811 -0.508 -0.016
H -1.785 1.693 0.717 0.122
N 0.655 0.685 -0.971 0.099
C 0.448 -0.582 1.274 -0.068
H -0.245 -0.737 2.076 0.084
H -1.041 -1.755 -0.369 0.013
H 0.763 -1.571 0.949 0.079
O 1.088 -1.558 -2.033 0.197
H -1.484 -0.573 -1.481 0.046
C 1.377 -0.450 -1.888 -0.436
H 1.355 -0.170 1.600 0.069
C -0.648 1.439 0.829 -0.049
F 2.468 0.172 -2.322 0.115
H -0.029 2.246 0.475 0.065
H -0.420 1.311 1.855 0.046
C -0.230 0.146 0.097 -0.576
```

- spin multiplicity = 1
- LUMO energy (eV) = 0.78
- SMILES = CC(C)(C)NC(=O)F
- E_HOMO (Eh) = -0.363
- frontier orbital gap (hartree) = 0.3917



The structure with the most favorable energy is *x*; the runner-up is 0.0138 hartree above it.